Molecular formula: C3H5BrS
Method: DFT, the ωB97M-V functional and the def2-TZVPD basis

* charge: 0
* structure (SMILES): C[C@]1(Br)CS1
* HOMO level: -8.70 eV
* spin multiplicity: 1
* max |F|: 3.8 eV Å⁻¹
* energy: -3089.4485 Eh
* lowest unoccupied orbital energy: -0.093 eV

```
10
Properties=species:S:1:pos:R:3:forces:R:3:nbo_charge:R:1
Br 1.027360 -1.849067 -1.083959 0.5 -1.1 -0.3 0.18
S 1.216180 0.227715 1.709663 -0.3 -0.5 -2.0 -0.05
C -0.338602 -0.508213 1.147843 0.3 -0.5 -0.7 -0.56
C 0.318424 -0.442267 -0.183067 -0.4 1.5 3.5 -0.03
C -0.059353 0.762534 -0.958010 1.2 -1.2 -0.7 -0.67
H -0.962338 0.668794 -1.497425 -1.3 -0.5 -0.4 0.23
H -1.201902 0.106306 1.193710 -0.7 0.8 0.1 0.21
H 0.685648 0.931432 -1.697643 0.7 0.6 -0.5 0.22
H -0.563815 -1.424070 1.631854 0.1 -1.1 0.0 0.23
H -0.121604 1.526836 -0.262965 -0.1 1.8 1.0 0.24
```
Forces are in eV/Å.